[1]
{
  "formula": "C22H15F6NO4S",
  "method": "ωB97M-V/def2-TZVPD",
  "elements": ["O", "C", "H", "S", "C", "H", "C", "C", "C", "F", "C", "F", "H", "H", "H", "C", "C", "H", "H", "C", "F", "C", "O", "C", "F", "F", "C", "C", "C", "H", "C", "C", "H", "C", "C", "O", "C", "N", "H", "H", "H", "H", "C", "C", "C", "H", "H", "F", "O"],
  "coordinates": [[0.867, 2.422, 3.131], [3.667, -1.240, -1.989], [-3.734, -3.197, -2.031], [1.023, 1.527, 2.005], [-4.351, 0.906, 2.281], [-0.072, 1.344, -1.612], [-0.611, -2.017, -1.337], [-2.076, -0.232, -2.161], [-3.815, -0.398, 2.223], [2.625, 0.082, 3.598], [-0.782, -0.662, -1.741], [2.721, -0.458, 1.476], [-2.011, -1.567, 2.064], [-4.494, -1.252, 2.250], [-1.470, 2.746, 2.224], [-2.122, 1.869, 2.203], [2.458, 1.261, -1.747], [0.340, -2.337, -0.904], [1.702, -2.020, -2.350], [3.826, 1.174, -1.774], [3.660, 1.396, 2.176], [-2.916, -2.484, -1.924], [-6.499, 0.059, 2.300], [5.899, -0.168, -1.556], [6.218, -1.150, -0.659], [6.405, 1.002, -1.059], [2.601, 0.578, 2.347], [-1.663, -2.916, -1.468], [4.419, -0.083, -1.785], [-2.198, 0.816, -2.450], [-3.124, -1.131, -2.242], [-3.490, 2.035, 2.279], [0.181, -0.742, 1.878], [1.633, 0.103, -1.844], [-0.172, 0.281, 1.998], [-6.210, 2.241, 2.358], [-2.452, -0.570, 2.128], [-5.760, 1.072, 2.316], [4.422, 2.081, -1.748], [-1.506, -3.964, -1.206], [1.977, 2.227, -1.624], [-3.943, 3.024, 2.343], [0.245, 0.305, -1.703], [2.290, -1.140, -2.097], [-1.545, 0.550, 2.110], [-4.107, -0.785, -2.565], [4.158, -2.210, -2.068], [6.584, -0.444, -2.711], [1.201, 2.063, 0.668]],
  "homo_lumo_gap_ha": 0.1168,
  "homo_energy_ev": -6.75,
  "max_force_ev_per_a": 2.1,
  "lumo_energy_ev": -3.569,
  "total_energy_ev": -59871.6727
}

---

[2]
{
  "formula": "C22H15F7MgO4S",
  "method": "ωB97M-V/def2-TZVPD",
  "elements": ["C", "C", "H", "H", "C", "O", "C", "F", "H", "C", "H", "O", "F", "H", "H", "C", "C", "C", "C", "C", "O", "C", "C", "H", "H", "H", "H", "C", "F", "C", "F", "F", "H", "S", "Mg", "C", "H", "C", "F", "H", "C", "F", "C", "C", "H", "O", "C", "H", "C", "C"],
  "coordinates": [[-2.612, -2.942, -1.281], [2.060, -0.893, 3.602], [1.708, -1.633, 4.304], [1.723, 3.200, 0.572], [-2.474, 0.699, -0.071], [-3.071, 0.151, 0.813], [1.582, -0.257, -1.062], [-2.511, -4.258, -1.432], [4.890, 0.084, 2.052], [-0.744, 2.699, -0.924], [4.090, -1.584, 3.657], [-2.110, -2.326, 1.386], [-6.194, -2.820, -2.235], [3.034, 1.675, -1.773], [-4.083, 1.964, -0.888], [1.171, 0.029, 3.064], [3.483, 2.021, 0.829], [-0.587, -1.032, -0.388], [2.564, 2.880, -0.031], [-0.209, 1.311, -0.824], [-0.450, -3.560, 0.008], [-1.074, 0.283, -0.447], [2.115, 2.164, -1.315], [4.114, 1.372, 0.112], [1.752, 2.883, -2.043], [1.083, -2.312, -0.702], [-2.509, 3.756, -1.646], [1.140, 1.051, -1.082], [-4.566, -2.661, 0.053], [-4.117, -2.543, -1.198], [-4.222, -1.259, -1.613], [-2.060, -2.319, -2.347], [3.075, 3.816, -0.325], [-1.441, -2.537, 0.150], [4.899, 2.283, -1.126], [3.846, 0.078, 2.341], [0.902, 1.680, 1.760], [0.731, -1.295, -0.722], [-5.157, -4.627, -1.619], [0.131, 0.018, 3.350], [1.611, 0.971, 2.158], [-4.452, -3.502, -3.341], [-3.012, 1.879, -0.783], [2.958, 1.007, 1.799], [4.167, 2.674, 1.382], [0.000, 3.655, -0.805], [-2.181, 2.840, -1.179], [2.613, -0.482, -1.301], [-5.010, -3.411, -2.131], [3.402, -0.867, 3.239]],
  "homo_lumo_gap_ha": 0.1346,
  "homo_energy_ev": -15.20,
  "max_force_ev_per_a": 1.1,
  "lumo_energy_ev": -11.542,
  "total_energy_ev": -66528.5370,
  "charge": 2
}

---

[3]
{
  "formula": "C22H15FeO4Sb",
  "method": "ωB97M-V/def2-TZVPD",
  "elements": ["H", "C", "C", "C", "O", "O", "O", "O", "C", "C", "C", "C", "C", "C", "H", "C", "Fe", "H", "C", "H", "C", "H", "H", "H", "H", "C", "C", "C", "Sb", "H", "C", "C", "H", "C", "C", "C", "C", "H", "H", "H", "H", "H", "C"],
  "coordinates": [[-1.872, 1.202, 4.839], [-1.188, 2.023, 4.685], [2.025, -0.500, 3.572], [1.628, 0.039, -0.282], [0.009, 2.993, -0.018], [2.755, 0.051, -0.589], [-0.002, -2.907, -0.030], [-2.502, -0.004, -2.987], [4.469, -1.187, 4.842], [-1.549, -0.976, 3.083], [-0.058, -1.757, 0.105], [-0.511, 4.275, 5.318], [3.138, -0.903, 2.838], [-2.803, -0.540, 2.677], [-4.766, -3.048, 3.899], [3.366, -0.764, 5.592], [-0.074, 0.035, -0.046], [5.414, -1.470, 5.314], [-0.043, 1.827, 0.110], [3.467, -0.715, 6.671], [-2.603, -2.877, 4.150], [5.199, -1.553, 2.828], [-2.539, -3.801, 4.719], [-4.926, -0.936, 2.582], [-2.921, 0.369, 2.101], [-1.760, -0.005, -2.123], [0.586, 4.135, 4.465], [-0.150, 1.918, 3.761], [0.226, 0.171, 2.398], [-0.509, -2.462, 4.237], [-3.960, -1.279, 2.951], [-3.861, -2.467, 3.689], [1.295, 4.951, 4.366], [-1.460, -2.120, 3.866], [0.768, 2.959, 3.727], [4.354, -1.249, 3.448], [-1.394, 3.195, 5.432], [-0.666, 5.200, 5.884], [3.094, -0.930, 1.755], [-2.241, 3.288, 6.105], [1.648, 2.885, 3.106], [1.351, -0.049, 5.558], [2.166, -0.413, 4.954]],
  "homo_lumo_gap_ha": [0.2782, 0.1426],
  "homo_energy_ev": [-17.43, -17.68],
  "spin_multiplicity": 6,
  "max_force_ev_per_a": 9.2,
  "lumo_energy_ev": [-9.863, -13.796],
  "total_energy_ev": -72135.5498,
  "charge": 3
}

---

[4]
{
  "formula": "C22H15NO3",
  "method": "ωB97M-V/def2-TZVPD",
  "elements": ["C", "H", "H", "C", "C", "H", "C", "C", "C", "O", "H", "C", "O", "C", "H", "H", "H", "C", "H", "H", "C", "H", "C", "H", "H", "C", "C", "O", "H", "C", "C", "C", "C", "C", "C", "N", "H", "C", "C", "C", "H"],
  "coordinates": [[1.776, 2.532, 4.753], [6.270, -1.099, 0.838], [-3.407, 2.091, 0.385], [2.281, 4.218, 0.581], [2.508, 6.259, 2.440], [4.287, -0.370, 5.391], [2.760, 0.898, 6.228], [2.177, 5.530, 0.182], [2.305, 6.555, 1.105], [-0.836, 2.773, -0.484], [1.160, 2.226, 6.759], [2.787, 2.542, 2.377], [-1.142, -0.067, 2.971], [-2.610, 1.342, 0.265], [3.797, 2.182, -0.324], [5.456, -0.927, 3.168], [1.066, 3.313, 4.540], [-1.446, 0.560, 1.977], [2.642, 7.048, 3.163], [5.406, 0.424, -0.899], [2.623, 2.089, 3.735], [2.268, 7.584, 0.783], [2.495, 3.893, 1.927], [2.789, 4.727, 3.877], [2.018, 5.759, -0.859], [3.587, 0.431, 5.226], [2.583, 4.951, 2.846], [-2.655, 0.460, 1.353], [2.813, 0.447, 7.204], [5.091, -0.271, 2.397], [4.151, 0.695, 2.716], [5.536, -0.355, 1.095], [3.676, 1.600, 1.737], [-1.238, 1.960, 0.316], [5.058, 0.516, 0.116], [-0.598, 1.445, 1.373], [2.184, 3.430, -0.143], [3.495, 1.005, 3.969], [4.148, 1.499, 0.426], [1.843, 1.922, 5.984], [-2.770, 0.768, -0.661]],
  "homo_lumo_gap_ha": 0.1477,
  "homo_energy_ev": -7.37,
  "max_force_ev_per_a": 2.0,
  "lumo_energy_ev": -3.345,
  "total_energy_ev": -30688.2576
}

---

[5]
{
  "formula": "C22H16F4O7",
  "method": "ωB97M-V/def2-TZVPD",
  "elements": ["O", "H", "H", "C", "H", "C", "H", "H", "H", "O", "F", "C", "H", "O", "H", "H", "C", "C", "C", "F", "H", "O", "O", "C", "C", "O", "C", "C", "C", "H", "C", "H", "H", "H", "H", "C", "H", "C", "O", "C", "C", "C", "C", "C", "C", "C", "C", "F", "F"],
  "coordinates": [[-1.669, -4.886, -5.833], [-1.251, 2.908, 0.655], [-1.839, 5.039, 1.931], [-4.931, 2.653, 2.281], [-0.786, -4.897, -3.392], [0.855, -3.260, 0.351], [-3.062, 4.181, 1.045], [-1.816, 1.997, 2.020], [-3.343, 2.119, 3.593], [2.055, -4.950, -0.760], [-0.795, 3.372, 4.592], [1.967, -3.772, -0.489], [0.139, -3.993, 0.700], [1.156, 3.624, 0.401], [-0.047, -1.572, 1.258], [3.764, -3.182, -1.598], [-0.090, -4.513, -4.128], [2.522, 2.568, 3.379], [1.128, 3.088, 1.485], [-5.450, 3.707, 1.647], [1.491, -4.085, -2.790], [1.660, 0.193, 0.427], [3.165, -3.165, -4.529], [1.591, 3.459, 4.128], [-2.419, 4.123, 1.922], [-3.145, 4.132, 3.135], [-1.429, 2.969, 1.724], [2.862, -1.496, -0.686], [0.166, 3.327, 3.669], [3.343, 2.083, 3.880], [1.588, -3.539, -6.238], [0.010, -3.968, -7.583], [-4.519, 3.230, 4.268], [3.575, -0.762, -1.039], [2.902, 1.742, 1.462], [-0.562, -4.494, -5.535], [2.285, -3.155, -6.972], [-0.082, 3.147, 2.370], [1.951, 4.242, 4.975], [0.756, -1.968, 0.648], [1.752, -0.987, 0.153], [1.125, -4.079, -3.803], [0.374, -3.973, -6.564], [2.291, 2.368, 2.079], [2.058, -3.559, -4.831], [-3.936, 3.008, 3.382], [2.963, -2.789, -0.985], [-4.374, 1.823, 1.361], [-5.948, 1.944, 2.834]],
  "homo_lumo_gap_ha": 0.2877,
  "homo_energy_ev": -9.89,
  "smiles": "O=C1C=CC(=O)C(CCOCC(F)(F)F)=C1F.O=C1C=CC(=O)C=C1.O=C1C=CC(=O)C=C1",
  "max_force_ev_per_a": 0.9,
  "lumo_energy_ev": -2.064,
  "total_energy_ev": -48271.8235
}

---

[6]
{
  "formula": "C22H17BN2O9PdS2",
  "method": "ωB97M-V/def2-TZVPD",
  "elements": ["C", "C", "C", "H", "C", "H", "O", "N", "C", "C", "H", "C", "C", "C", "H", "H", "N", "H", "H", "C", "C", "H", "C", "C", "O", "C", "Pd", "H", "S", "H", "H", "H", "C", "O", "H", "H", "C", "O", "O", "O", "O", "B", "S", "C", "H", "C", "C", "O", "H", "C", "C", "C", "O", "H"],
  "coordinates": [[-0.641, 4.433, 2.590], [4.084, 0.022, 0.396], [2.946, -0.607, -0.097], [3.026, -2.559, -1.988], [-0.588, 3.100, 2.188], [-1.441, 5.912, -0.377], [-2.785, -1.750, 0.824], [1.603, -2.970, -0.429], [2.543, 1.313, -1.514], [2.185, 0.050, -1.066], [3.243, 4.014, -1.464], [4.071, 3.307, -1.543], [4.439, 1.285, -0.062], [1.139, -2.860, -2.907], [5.329, 1.767, 0.332], [-6.588, -3.755, 2.444], [-1.085, 1.529, -1.132], [-5.248, -1.663, 2.120], [1.918, 1.806, -2.254], [-0.841, 2.815, 0.863], [-3.686, -2.734, 1.122], [-0.968, 6.472, 2.003], [3.674, 1.947, -1.018], [2.141, -3.170, -1.784], [-0.394, 0.486, 0.819], [-5.144, -5.023, 1.495], [-0.150, -1.493, -0.417], [4.345, 3.252, -2.600], [2.506, -2.221, 0.599], [-0.437, 4.694, 3.622], [-3.507, -6.065, 0.505], [-5.733, -5.918, 1.651], [-0.763, 1.464, 0.164], [-2.802, 3.186, -1.962], [4.681, -0.495, 1.135], [-0.350, 2.295, 2.873], [-4.894, -2.621, 1.764], [-1.984, -3.775, 0.084], [1.733, -1.934, 1.798], [-0.441, 3.527, -2.537], [0.050, -2.275, -2.615], [-1.724, -2.403, 0.179], [-1.416, 3.024, -1.600], [-3.203, -3.953, 0.675], [1.308, -0.388, -1.536], [-5.628, -3.799, 1.944], [-3.906, -5.119, 0.849], [1.507, -3.213, -4.041], [4.924, 3.708, -0.993], [-1.149, 3.806, -0.028], [-1.206, 5.138, 0.343], [-0.942, 5.439, 1.673], [3.812, -2.820, 0.841], [2.438, -4.209, -1.928]],
  "homo_lumo_gap_ha": 0.2318,
  "homo_energy_ev": -1.97,
  "max_force_ev_per_a": 1.1,
  "lumo_energy_ev": 4.340,
  "relative_energy_kcal_mol": 16.5,
  "total_energy_ev": -70327.5752,
  "charge": -2
}

---

[7]
{
  "formula": "C22H17Cl3INO9P",
  "method": "ωB97M-V/def2-TZVPD",
  "elements": ["C", "C", "H", "H", "O", "H", "C", "C", "C", "C", "C", "Cl", "O", "N", "O", "C", "H", "C", "H", "H", "O", "C", "C", "H", "C", "H", "C", "H", "H", "C", "C", "I", "C", "O", "H", "C", "H", "O", "C", "H", "H", "C", "C", "H", "C", "Cl", "O", "O", "P", "O", "H", "Cl", "H", "C"],
  "coordinates": [[-1.285, 1.968, 3.283], [-1.211, 1.641, 1.935], [-3.143, 1.441, -2.974], [-3.850, 0.165, -6.247], [3.446, -7.618, 1.826], [3.443, -4.029, 4.465], [2.304, 2.457, 3.949], [-5.946, 0.748, -6.105], [3.324, 2.982, 4.289], [2.794, 2.903, 0.289], [1.109, 2.146, 3.244], [-1.969, 1.843, -1.073], [3.283, -2.368, 2.447], [1.158, 1.808, 1.928], [-8.187, 1.511, -5.748], [3.391, -6.410, 1.921], [-7.394, 2.358, -3.371], [-5.313, 1.742, -3.506], [-2.134, 1.458, 1.408], [3.122, -2.441, 0.329], [-0.215, -0.450, -0.553], [-4.283, 1.099, -4.388], [3.442, -5.804, 3.296], [3.220, -5.961, -0.205], [-0.012, 1.571, 1.275], [3.476, 3.453, -1.608], [3.233, -4.192, 0.967], [3.690, 3.387, 0.662], [-2.236, 2.024, 3.787], [-6.972, 1.416, -5.230], [3.405, -4.475, 3.481], [-0.170, 2.721, 5.970], [2.477, 1.734, 1.284], [3.527, -6.665, 4.296], [4.085, 3.512, 4.810], [-0.100, 2.217, 3.937], [-8.139, 1.100, -6.633], [-6.301, 0.338, -7.191], [3.309, -3.585, 2.342], [0.052, -0.807, 0.303], [4.003, 1.854, -1.175], [3.272, -5.515, 0.778], [-4.583, 0.632, -5.605], [3.240, 1.784, 2.041], [3.150, 2.523, -1.142], [2.741, 0.107, 0.611], [3.124, -3.335, -0.052], [-3.062, 1.032, -3.861], [-0.085, 1.173, -0.582], [-4.956, 2.124, -2.403], [3.541, -7.555, 3.893], [1.549, 4.180, 0.331], [2.299, 2.178, -1.714], [-6.665, 1.879, -4.009]],
  "homo_lumo_gap_ha": 0.2282,
  "homo_energy_ev": -11.18,
  "max_force_ev_per_a": 1.5,
  "lumo_energy_ev": -4.967,
  "total_energy_ev": -97955.0038,
  "charge": 1
}

---

[8]
{
  "formula": "C22H17ClFN3O8ReS3",
  "method": "ωB97M-V/def2-TZVPD",
  "elements": ["C", "O", "C", "S", "H", "C", "N", "C", "C", "O", "H", "C", "C", "Re", "H", "F", "O", "H", "O", "H", "C", "O", "C", "C", "C", "C", "O", "C", "S", "H", "H", "C", "Cl", "C", "H", "O", "H", "H", "H", "O", "N", "C", "C", "C", "H", "H", "H", "H", "N", "H", "C", "C", "C", "H", "S", "C"],
  "coordinates": [[3.445, -1.425, -5.421], [3.381, -3.203, -0.580], [0.063, 1.136, 3.084], [1.123, 0.763, 1.698], [-2.345, -2.209, 0.565], [-4.365, 2.111, 0.724], [-0.356, -1.639, 0.061], [4.127, -0.515, -4.609], [3.339, -1.651, -2.653], [1.444, 0.935, -3.407], [-2.812, -0.371, -0.898], [-1.790, 1.122, 0.279], [0.844, -2.208, -0.190], [0.054, 0.300, -0.156], [3.221, -2.100, -7.336], [-5.606, 2.583, 0.954], [-0.577, 2.125, -3.623], [1.226, 2.855, 3.629], [4.213, -0.854, -0.359], [-2.852, 0.348, 6.693], [-1.817, 0.652, 4.493], [-3.082, 1.213, 7.052], [-1.529, 1.769, 5.273], [-3.284, 2.793, 1.250], [-0.434, 2.566, 4.951], [2.713, -2.459, -4.820], [-0.566, 0.025, -2.494], [-0.909, -3.825, 0.332], [3.298, -1.801, -0.911], [-1.271, -0.515, 2.779], [-0.229, 3.438, 5.556], [-1.026, 0.337, 3.402], [0.184, 1.232, -2.859], [-2.363, 2.183, 6.445], [-1.174, 2.840, 1.431], [-2.399, 3.307, 6.857], [-2.689, 0.039, 4.695], [-3.447, 3.696, 1.823], [4.196, -0.734, -7.189], [0.396, 1.858, -1.464], [3.453, -1.285, -6.794], [-2.013, 2.291, 1.022], [-4.214, 0.973, -0.040], [-2.927, 0.502, -0.264], [4.585, 0.084, -2.601], [-1.479, -4.717, 0.529], [2.186, -3.173, -5.441], [2.125, -3.391, -2.988], [1.779, -1.322, -0.459], [-5.084, 0.485, -0.459], [2.669, -2.575, -3.448], [-1.349, -2.562, 0.351], [0.368, 2.240, 3.873], [4.694, 0.288, -5.063], [0.795, -3.929, -0.040], [4.068, -0.625, -3.234]],
  "homo_lumo_gap_ha": [0.2448, 0.2592],
  "homo_energy_ev": [-8.42, -8.49],
  "spin_multiplicity": 2,
  "max_force_ev_per_a": 0.6,
  "lumo_energy_ev": [-1.763, -1.440],
  "relative_energy_kcal_mol": 0.0,
  "total_energy_ev": -93808.1067
}

---

> Number 2 is which compound?

C22H15F7MgO4S